Entry one
18
Properties=species:S:1:pos:R:3:nbo_charge:R:1 method="wB97M-V/def2-TZVPD" homo_energy_ev=-9.17 total_charge=0 gap_ha=0.3417
C -1.7340 0.1812 0.6937 -0.47
C -2.3515 1.5245 0.6826 -0.67
C 1.0792 0.1845 -1.2251 -0.03
C 3.2689 -0.3061 -0.9697 -0.44
N 1.9308 -0.1226 -0.4325 -0.37
O -2.9699 -0.4968 2.8304 -0.92
S -1.9262 -0.9382 1.8869 1.16
H -0.9261 -0.0615 -0.0223 0.21
H -2.4861 1.7211 -0.3387 0.22
H -1.7231 2.2317 1.1645 0.24
H -3.4426 1.4873 1.1229 0.25
H -0.1749 -2.6882 0.2656 0.01
H 1.0893 0.3348 -2.3320 0.14
H 0.1337 0.4509 -0.7637 0.13
H 3.3113 -0.3740 -1.9943 0.17
H 3.8975 0.5236 -0.6431 0.21
H 3.7254 -1.1735 -0.6211 0.20
H -0.7017 -2.4786 0.6958 -0.03

Entry two
18
Properties=species:S:1:pos:R:3:nbo_charge:R:1 method="wB97M-V/def2-TZVPD" homo_energy_ev=-8.90 total_charge=0 gap_ha=0.3543
C -1.9166 -0.6063 0.6532 -0.56
C -2.8493 -0.4766 -0.4756 -0.66
C 3.5133 -0.0668 0.6160 -0.03
C 0.2579 1.2199 0.0227 -0.77
N 3.1820 0.5661 -0.4373 -0.62
O -0.0219 -0.9615 -1.3618 -0.99
S -0.1055 -0.6385 0.0829 1.18
H -2.0418 -0.0043 1.4405 0.21
H -3.9427 -0.5956 -0.4260 0.23
H -2.8117 0.5935 -0.8613 0.20
H -2.3847 -1.0229 -1.2929 0.25
H 3.5187 0.5122 1.4720 0.15
H -1.9402 -1.6309 1.1491 0.21
H 3.7477 -1.1028 0.7452 0.15
H -0.2489 1.6622 0.8421 0.21
H 1.3099 1.1448 0.0101 0.25
H -0.1254 1.3945 -0.9318 0.23
H 2.8591 0.0130 -1.2471 0.36

Bottom line: entry two, by a margin of 0.0453 hartree.